The following is a quantum chemistry calculation of a 9-piece molecular cluster, C39H85F2N5O17 overall, from OMol25.

Geometry as XYZ:
```
148
Properties=species:S:1:pos:R:3:forces:R:3
C -0.83180 -4.69675 -4.15682 -0.95 -0.14 0.86
N -0.53701 -3.97297 -2.79006 -1.04 -0.61 -1.27
C -1.83754 -3.25989 -2.33257 1.27 -0.21 0.65
C -0.15804 -5.01221 -1.67328 0.13 -0.04 -2.03
C 0.53403 -2.95037 -3.06882 0.00 -0.20 0.39
C 1.95785 -3.48916 -2.95579 1.17 0.77 -1.10
O 2.33101 -4.47879 -3.92659 -1.67 -1.00 0.37
H -1.64908 -5.38307 -3.93515 0.55 -0.62 0.06
H 0.02534 -5.10611 -4.69145 0.23 -0.28 0.96
H -1.30900 -4.08080 -4.91905 0.15 1.06 0.59
H -1.57311 -2.94117 -1.32431 -0.04 0.60 -0.28
H -2.71718 -3.88710 -2.18781 0.36 -0.54 -0.58
H -2.06145 -2.43122 -3.00434 0.27 -0.19 0.09
H -1.07602 -5.58725 -1.55193 0.27 0.01 0.41
H 0.30493 -4.63682 -0.76068 -0.73 0.83 -0.11
H 0.62228 -5.62557 -2.12384 -0.24 -0.26 -0.13
H 0.35425 -2.15734 -2.34294 0.60 -0.04 0.42
H 0.37350 -2.51129 -4.05347 -0.23 -0.38 -0.16
H 2.16450 -3.78342 -1.92680 0.09 -0.17 -0.10
H 2.60746 -2.66087 -3.23870 -0.21 0.59 0.79
H 3.17366 -4.39632 -4.37909 0.03 0.58 0.44
C -4.07710 -0.34361 -3.22737 -1.08 0.26 1.13
N -4.20408 1.02710 -2.59657 -0.35 0.88 0.74
C -3.04711 1.85233 -3.09118 -0.51 -0.31 -0.68
C -5.52990 1.63652 -3.06126 0.58 0.67 -0.31
C -4.21307 1.06343 -1.01616 1.38 -1.31 -0.66
C -2.93930 0.41493 -0.36290 -1.85 1.97 -0.90
O -2.85487 -0.92039 -0.58454 -1.37 -0.80 -0.81
H -4.34568 -0.27637 -4.28162 0.61 0.17 -0.05
H -4.87721 -0.93089 -2.77679 0.22 -0.30 0.12
H -3.10575 -0.75209 -2.94858 -0.32 0.06 -0.30
H -3.35495 2.17267 -4.08651 0.34 0.23 -0.02
H -2.18760 1.18934 -3.19014 -0.01 0.20 0.19
H -2.80806 2.70936 -2.46154 -0.30 -0.15 0.07
H -5.53679 1.63628 -4.15125 -0.15 -0.55 0.02
H -5.59496 2.70199 -2.84069 0.40 -0.05 0.56
H -6.40898 1.16788 -2.61888 0.38 -0.40 -0.09
H -5.13111 0.54388 -0.74159 0.04 0.25 0.22
H -4.14186 2.11619 -0.74278 -0.64 -0.02 -0.11
H -3.04868 0.66068 0.69338 0.27 0.31 0.18
H -2.08857 0.93741 -0.80036 0.44 0.30 0.38
H -1.97309 -1.12645 -0.26579 1.83 -0.88 0.56
C 0.53595 3.03604 -1.69220 0.23 -0.22 -1.95
N 1.95132 2.73093 -2.29909 -0.43 -0.03 0.45
C 2.56764 3.64745 -3.36531 -1.72 -0.79 0.98
C 2.88463 2.91632 -1.11707 0.51 -1.49 -0.58
C 1.96767 1.23502 -2.77615 0.00 0.15 2.26
C 0.73647 0.74718 -3.51964 0.85 -1.42 0.55
O 0.53670 1.56417 -4.59503 -1.20 1.79 -1.07
H 0.35142 4.09541 -1.51387 0.70 -0.03 0.23
H 0.38334 2.39219 -0.82602 0.30 0.01 0.15
H -0.17612 2.75582 -2.46843 -0.01 0.02 0.03
H 2.62925 4.57017 -2.78835 0.37 0.36 -1.02
H 1.90029 3.64394 -4.22712 0.16 0.37 0.09
H 3.51250 3.16480 -3.61507 0.04 0.50 0.04
H 3.04613 3.95910 -0.84388 -0.50 -0.09 -0.13
H 3.83012 2.50943 -1.47564 0.26 0.11 0.26
H 2.54100 2.28982 -0.29395 -0.21 0.18 0.04
H 1.99070 0.78455 -1.78385 -0.19 -0.90 -0.04
H 2.92210 0.98145 -3.23752 -0.10 0.60 -0.37
H -0.07329 0.52981 -2.82313 -0.56 1.01 0.32
H 0.79354 -0.23934 -3.97967 1.34 -0.63 0.63
H -0.18982 1.19308 -5.10104 -0.03 0.27 -0.44
C 6.90669 -1.96985 -1.81291 0.12 0.03 0.93
N 5.58532 -1.77248 -1.03492 2.57 -0.82 -0.52
C 4.71576 -1.03729 -1.98988 -0.19 -0.27 0.06
C 5.04865 -3.18818 -0.75454 -0.91 1.46 -0.22
C 5.89967 -0.90233 0.17982 0.33 2.29 -1.10
C 4.72751 -0.13415 0.79915 -0.04 -0.58 1.44
O 3.83322 -1.02035 1.36825 0.04 -0.45 0.48
H 7.34215 -1.01292 -2.10057 -0.55 0.07 -0.33
H 6.69870 -2.64479 -2.64314 0.14 0.29 0.00
H 7.68443 -2.38689 -1.17314 -0.38 -0.41 0.21
H 5.24484 -0.14501 -2.32457 -0.18 0.28 0.55
H 3.75963 -0.87900 -1.49104 -0.22 0.25 -0.29
H 4.61519 -1.60569 -2.91450 -0.18 -0.41 0.27
H 5.52598 -3.72533 0.06504 0.19 0.56 -0.02
H 5.14896 -3.74384 -1.68689 -0.10 0.02 0.12
H 4.00706 -2.95053 -0.53847 -0.12 -0.73 0.27
H 6.47800 -0.07872 -0.23885 0.30 0.08 -0.52
H 6.66368 -1.32621 0.83154 -0.85 -0.82 0.30
H 4.19911 0.63191 0.23165 0.16 -0.37 -1.19
H 5.06846 0.51886 1.60254 0.95 -0.23 0.23
H 3.10213 -1.10223 0.75147 -1.47 -0.24 -0.47
C 0.57675 -0.75499 0.05261 1.83 1.87 1.38
O 0.56511 0.41997 0.54792 -0.61 1.60 -0.07
O -0.39209 -1.51569 0.08027 -3.84 -2.10 -0.26
O 1.67148 -1.20374 -0.38195 3.05 -0.99 -1.72
C -0.97956 2.65151 4.84414 0.70 -0.66 -0.48
C -1.83357 2.16819 3.65645 -3.19 1.41 0.28
C -3.40763 2.36718 4.12631 1.72 -1.13 -0.10
C -4.00417 3.72046 3.90402 0.49 0.73 0.64
C -3.76721 4.21905 2.51071 -0.04 -0.89 -0.26
C -2.27176 4.25147 2.12227 -0.14 -0.11 1.93
N -1.66725 2.90390 2.35169 -1.40 -0.63 0.26
O -0.31069 2.88305 1.97328 0.55 0.84 0.26
C -2.21364 4.53652 0.63747 0.16 0.20 -0.45
C -1.59514 5.33688 3.01807 1.18 1.33 -1.55
C -1.73818 0.68038 3.36955 1.65 -1.09 0.04
H -1.39555 3.45874 5.44701 -0.08 0.11 -0.39
H 0.01320 2.90237 4.47050 0.06 0.36 0.12
H -0.80214 1.83045 5.53874 -0.19 -0.17 0.00
H -3.97429 1.53309 3.71245 -0.28 0.31 -0.68
H -3.41484 2.09122 5.18077 0.15 0.24 0.22
H -3.51582 4.45670 4.54243 0.01 -0.08 0.49
H -5.05764 3.74914 4.18238 -0.06 -0.10 -0.13
H -4.19730 5.21558 2.41051 0.08 -0.01 -0.31
H -4.28766 3.50558 1.87180 -0.12 0.12 -0.58
H -2.59794 5.52796 0.39774 0.39 0.26 0.16
H -1.21472 4.36637 0.23583 0.08 0.37 0.09
H -2.88233 3.88520 0.07466 -0.12 -0.45 0.22
H -0.71215 5.71491 2.50280 1.00 -0.93 -0.01
H -1.99816 6.34804 2.96113 -1.49 -0.21 0.38
H -1.30001 5.14269 4.04923 -0.38 -0.45 -0.30
H -0.75888 0.25924 3.59692 0.35 0.28 0.62
H -1.73017 0.37361 2.32364 -0.77 0.52 -0.29
H -2.41764 0.05550 3.94918 -0.23 0.25 -0.01
H -0.19895 2.06174 1.48897 0.02 -0.81 -0.41
C 2.19164 1.17541 3.41818 -1.05 -2.17 -0.87
C 2.86199 2.37532 2.84931 -1.11 0.86 0.33
O 3.93806 2.60570 3.75136 1.05 0.11 0.15
C 3.78245 1.89043 4.87775 0.81 -1.32 4.65
O 4.48329 1.89314 5.93571 -3.09 0.28 -5.45
O 2.62103 1.08724 4.75291 1.90 1.66 0.83
H 2.41264 0.20664 2.97013 0.46 0.15 -0.46
H 1.10824 1.24776 3.32272 0.05 0.30 0.41
H 2.12230 3.17058 2.94166 0.27 0.53 0.10
H 3.12618 2.37896 1.79181 0.63 -0.47 0.28
C 0.49363 -2.36232 3.41948 -0.22 0.09 0.86
C 1.01984 -3.47375 2.61243 0.45 0.45 -2.09
O 0.62889 -4.65400 3.21239 -0.93 -0.70 0.11
C -0.42750 -4.36202 4.06044 -1.42 -2.89 1.33
O -1.19269 -5.15371 4.60515 2.60 2.10 -1.90
O -0.47784 -3.06303 4.20699 -1.10 2.29 0.58
F 2.34753 -3.37959 2.53767 2.36 -0.41 0.60
H 0.09346 -1.55560 2.80535 -0.46 -0.19 0.18
H 1.29085 -1.96683 4.04887 -0.11 -0.01 0.25
H 0.79560 -3.35264 1.55265 -1.14 -0.65 -0.18
C -3.32643 -2.65442 2.21728 0.71 -0.15 0.46
C -2.74635 -3.59663 1.20215 3.32 2.18 0.97
O -3.61423 -3.50266 0.16572 0.25 -1.26 -2.15
C -4.81261 -3.31918 0.68678 -5.12 -1.92 -0.30
O -5.88908 -3.70350 0.21029 3.32 1.76 0.76
O -4.68127 -2.83101 1.90981 -1.60 1.01 0.63
F -2.61225 -4.81475 1.71174 -0.47 -1.98 0.22
H -2.97112 -1.63656 2.05655 -0.24 0.10 -0.09
H -3.13613 -2.94883 3.24936 -0.04 -0.11 -0.12
H -1.74613 -3.30644 0.88050 0.00 0.26 -0.29
```
Forces are in eV/Å.

- Electronic energy: -3288.80907 hartree
- Orbital gap: 6.99 eV
- HOMO energy: -0.437 hartree
- LUMO energy: -4.91 eV
- Total charge: +2